Entry from OMol25: a structure of composition C19H39NO14Zr2 (ωB97M-V/def2-TZVPD).

- Energy above the lowest of the compared OMol25 structures with the same formula, charge and spin: 0.0 kcal per mole
- LUMO energy: -8.16 eV
- Frontier orbital gap: 5.523 eV
- Charge: +2

Positions of all 75 atoms, in Å:
N -22.25 19.62 -2.19
C -21.13 23.83 6.27
H -23.64 24.67 -0.76
C -20.94 22.32 1.03
H -21.48 19.03 -0.35
H -17.93 28.51 2.67
O -21.42 25.74 4.69
Zr -19.06 24.47 0.16
C -21.08 23.67 -3.69
C -22.46 19.03 -0.83
H -25.58 20.87 1.71
H -24.66 25.36 0.47
O -20.27 24.75 -1.70
O -22.63 20.77 -2.38
C -20.62 27.20 -2.73
C -24.09 21.07 3.27
H -22.81 24.29 5.01
H -18.27 28.46 0.09
C -25.22 20.32 2.58
H -24.35 22.12 3.42
C -22.08 24.85 5.60
C -27.51 19.12 5.20
C -20.82 24.84 -2.82
H -23.51 29.69 0.52
C -26.37 19.11 4.24
H -20.75 22.74 -3.23
H -27.36 18.37 5.96
C -23.67 24.95 0.30
H -23.93 20.73 4.29
O -21.85 18.88 -3.04
H -23.25 21.04 2.56
H -21.25 29.24 -2.54
O -21.05 25.97 -3.36
O -19.79 24.23 2.24
O -20.06 22.65 -0.03
C -22.61 25.97 0.58
O -23.10 27.10 1.01
H -20.48 27.12 -1.65
H -21.89 22.78 0.76
O -26.34 20.18 3.44
C -20.46 22.93 2.33
H -19.74 22.25 2.80
H -21.69 27.91 2.22
H -20.42 23.85 -4.55
C -18.69 27.93 2.14
H -27.49 20.07 5.74
O -19.15 26.90 2.97
H -28.48 19.06 4.71
C -22.20 28.18 1.28
H -21.29 22.93 3.06
H -22.56 28.07 -2.99
H -17.05 27.53 0.85
H -23.42 24.09 0.91
H -21.12 21.25 1.16
H -23.18 19.65 -0.31
O -25.56 18.21 4.17
H -21.40 28.60 -4.15
C -22.95 29.47 1.43
H -24.90 19.33 2.26
H -23.64 29.50 2.27
H -21.62 22.85 6.21
H -22.27 30.32 1.47
H -22.64 25.39 6.36
O -18.62 26.45 0.08
H -21.36 28.29 0.58
O -21.40 25.78 0.50
H -22.80 18.02 -1.00
H -19.61 27.41 -3.11
H -21.05 24.11 7.32
H -22.10 23.71 -4.07
O -19.84 23.83 5.67
C -21.51 28.34 -3.09
Zr -19.48 25.28 4.21
H -19.54 28.63 2.03
C -18.14 27.59 0.75

---

Entry from OMol25: a structure of composition C22H23Br2N8O5Yb (ωB97M-V/def2-TZVPD).

- Energy above the lowest of the compared OMol25 structures with the same formula, charge and spin: 0.0 kcal per mole
- Spin multiplicity: 2
- LUMO energy (alpha / beta): -0.07 / -0.07 eV
- Frontier orbital gap (alpha / beta): 6.929 / 6.933 eV
- <S²>: 0.751
- Charge: 0

Positions of all 61 atoms, in Å:
H -16.64 -10.62 -4.34
C -11.89 -5.53 -2.57
H -11.57 -9.31 0.31
C -9.54 -5.28 -2.83
N -11.95 -6.33 -3.63
H -10.41 -9.54 -1.97
H -14.04 -4.54 -7.78
C -17.36 -5.72 -4.49
H -16.74 -5.30 1.60
N -14.24 -5.75 -2.23
N -16.41 -6.04 -3.58
H -16.67 -8.26 -9.06
C -15.51 -5.44 -0.10
H -18.88 -5.46 0.29
C -15.42 -5.59 -1.48
C -13.28 -4.62 -7.01
H -12.47 -9.73 -4.75
N -15.91 -7.01 -6.07
H -8.65 -6.40 -4.42
Yb -14.40 -7.11 -4.10
N -11.34 -9.17 -1.78
H -10.96 -10.20 -4.05
Br -13.98 -4.14 -5.32
N -11.76 -9.58 -4.03
O -15.06 -10.80 -6.24
C -11.68 -8.60 -0.49
C -10.82 -6.64 -4.29
H -18.67 -6.77 -8.79
C -9.58 -6.12 -3.93
O -18.41 -5.09 -4.35
H -11.03 -7.75 -0.29
H -8.60 -4.87 -2.45
H -10.90 -7.34 -5.10
O -14.13 -9.04 -5.20
C -10.68 -4.98 -2.11
H -12.67 -8.22 -0.53
H -14.93 -8.32 -7.32
C -15.09 -9.91 -5.41
H -10.71 -4.42 -1.19
C -17.84 -5.65 -1.59
C -15.81 -7.70 -7.21
C -13.13 -5.17 -1.77
C -17.05 -6.31 -5.86
H -15.90 -9.26 -2.68
H -12.42 -3.98 -7.23
H -18.71 -5.72 -2.21
N -16.16 -8.83 -3.57
N -16.26 -9.74 -4.63
C -17.91 -5.47 -0.21
O -12.95 -4.45 -0.78
O -13.35 -8.65 -2.71
Br -12.69 -6.46 -7.04
H -18.89 -5.60 -6.51
C -16.60 -5.76 -2.21
C -16.79 -7.65 -8.19
H -17.07 -8.43 -3.40
C -18.02 -6.18 -6.81
C -12.20 -9.12 -2.83
C -16.75 -5.36 0.53
H -14.61 -5.36 0.48
C -17.89 -6.86 -8.02

---

Entry from OMol25: a structure of composition C4H10BN (ωB97M-V/def2-TZVPD).

- Energy above the lowest of the compared OMol25 structures with the same formula, charge and spin: 42.1 kcal per mole
- LUMO energy: 0.85 eV
- Frontier orbital gap: 9.855 eV
- Charge: 0

Positions of all 16 atoms, in Å:
B 1.52 -0.87 -0.01
H -1.43 -0.38 -1.34
H 2.41 1.35 0.28
H -0.31 2.15 -0.13
H 2.33 -1.78 -0.06
H -0.18 -2.11 -0.44
H 1.21 0.88 1.35
C 1.64 0.60 0.44
N 0.22 -1.16 -0.40
C -1.76 -0.29 0.61
C 0.12 1.22 -0.67
C -0.76 -0.09 -0.54
H 0.66 1.51 -1.55
H -2.72 0.08 0.30
H -1.69 -1.28 0.75
H -1.28 0.17 1.41

---

Entry from OMol25: a structure of composition C33H58BF6N10PW (ωB97M-V/def2-TZVPD).

- Spin multiplicity: 4
- LUMO energy (alpha / beta): -9.84 / -11.78 eV
- Frontier orbital gap (alpha / beta): 7.238 / 5.430 eV
- <S²>: 3.768
- Charge: +3

Positions of all 110 atoms, in Å:
H -5.52 3.60 -1.04
H 0.28 5.70 -2.81
H 2.73 -3.61 1.50
H -1.11 -0.08 5.31
H -2.79 -0.63 2.82
H 3.36 4.51 4.06
H -1.13 -1.09 -5.50
F -2.38 -2.77 -1.41
F -3.97 -3.64 0.57
H 5.05 -0.39 0.29
C 1.06 -2.21 -0.12
H -3.35 0.76 -0.42
N 0.38 1.95 1.86
F -1.30 -0.09 -0.71
N 2.59 1.70 -0.04
C 1.14 3.11 -3.12
H -4.59 2.75 2.40
H 0.30 2.43 -5.03
H -3.14 -1.24 4.43
C -2.66 -0.43 3.88
H 0.85 -3.28 -0.10
H -1.12 0.64 -5.81
H 3.89 5.09 -3.66
N -3.42 3.85 -1.11
C 4.57 3.99 0.38
H 3.24 2.75 4.04
H 5.45 4.60 0.58
H -3.18 0.50 4.14
C 5.00 2.52 0.33
H -2.73 0.32 -2.45
C 0.23 1.82 4.05
C 2.86 -0.49 0.10
H -0.90 -2.45 4.70
H -2.21 2.33 -1.85
C -2.45 0.34 -3.50
H 3.73 3.38 -4.03
F -1.78 -3.95 0.38
C 2.54 -1.95 0.13
H -1.35 3.73 -1.14
C 3.38 4.18 -3.38
C -0.47 0.74 3.50
B 1.67 2.79 -0.53
H 0.05 5.22 2.43
H 5.69 2.39 -0.51
C 1.60 3.80 3.03
H -0.66 -0.80 -3.15
N 1.93 0.48 -0.02
C 0.42 2.29 -3.97
H 3.86 4.16 1.19
C -4.60 3.28 1.45
H -0.53 -2.04 3.02
H -1.32 3.99 1.30
C 4.10 0.12 0.19
C -3.32 1.48 0.39
H -2.14 2.80 2.33
C -0.45 -1.69 4.06
C 0.75 5.06 3.24
C -4.61 3.00 -1.00
W -0.05 1.03 0.13
H 1.83 6.48 -3.08
N 0.30 1.41 -1.94
H 3.12 -2.41 -0.68
N -2.09 2.32 0.27
H -4.62 2.25 -1.79
H 0.73 -1.83 -1.09
C 0.75 2.57 3.00
C 5.80 2.17 1.60
C 3.92 1.50 0.14
H 1.64 4.53 -4.54
C -3.45 4.81 -0.01
H 0.39 -0.20 -5.42
H -2.59 5.47 -0.08
H 5.16 2.21 2.49
N -4.49 2.35 0.32
H 4.06 -2.47 1.61
H 0.60 -1.61 4.32
H -4.36 5.41 -0.05
C 1.87 4.37 -3.49
H 0.20 5.00 4.18
C -2.21 3.06 -1.04
H -3.31 0.95 1.35
H 6.25 1.18 1.55
C -0.10 1.24 -3.21
H 1.83 3.91 -0.18
C 2.98 -2.56 1.47
H 1.40 5.93 3.30
H 2.10 3.87 2.07
H 1.60 5.50 -1.64
C 1.36 5.58 -2.70
H 0.35 2.03 5.10
F -3.80 -1.57 -0.20
H 2.49 -2.06 2.30
H 0.46 -1.77 0.68
H -2.74 1.28 -3.96
C -2.17 3.32 1.37
F -2.02 -1.86 1.06
C -1.18 -0.35 4.25
C 2.67 3.67 4.13
H 2.21 3.70 5.12
H 4.13 4.34 -0.55
H -5.50 3.88 1.37
C -0.68 -0.15 -5.20
H 6.60 2.89 1.73
N -3.40 4.09 1.28
H -3.01 -0.46 -4.00
N -0.39 0.82 2.17
P -2.80 -2.79 0.08
H 3.68 3.93 -2.36
C -0.94 0.09 -3.71
N 1.08 2.54 -1.89

---

Entry from OMol25: a structure of composition C6H8OPV (ωB97M-V/def2-TZVPD).

- Energy above the lowest of the compared OMol25 structures with the same formula, charge and spin: 36.5 kcal per mole
- Spin multiplicity: 3
- LUMO energy (alpha / beta): -1.84 / -1.82 eV
- Frontier orbital gap (alpha / beta): 4.334 / 4.322 eV
- <S²>: 2.125
- Charge: 0

Positions of all 17 atoms, in Å:
H -3.27 -0.45 -2.68
C -1.26 0.16 -0.03
H -0.98 0.29 1.03
P 2.71 0.91 1.80
O 1.16 -2.91 1.32
C -1.10 0.06 -2.36
H -0.73 0.09 -3.39
C -2.45 -0.23 -2.00
C -0.35 0.31 -1.17
V 0.72 -0.11 2.29
H 3.06 1.33 0.47
H 2.96 2.12 2.54
H 0.71 0.55 -1.16
H -3.49 -0.29 -0.01
H 3.88 0.14 2.17
C 1.00 -1.83 1.76
C -2.57 -0.13 -0.58

---

Number 1: largest force on an atom 5.56 eV/A, energy -1949.082202 hartree. Number 2: largest force on an atom 1.37 eV/A, energy -7973.386544 hartree. Number 3: largest force on an atom 4.66 eV/A, energy -237.962847 hartree. Number 4: largest force on an atom 1.95 eV/A, energy -2871.590809 hartree. Number 5: largest force on an atom 6.08 eV/A, energy -1593.754411 hartree.